# 1
# C26H54Cl2NO9P4S

A 3-piece molecular cluster, C26H54Cl2NO9P4S overall at a distorted geometry (the ωB97M-V functional and the def2-TZVPD basis, the OMol25 dataset).

Results
E_HOMO   -11.220 eV
HOMO-LUMO gap   6.62 eV

```
! RIJCOSX wB97M-V def2-TZVPD def2/J DEFGRID3
* xyz 1 1
C 0.607 -0.616 4.445
C 0.171 0.046 3.124
C 1.228 0.911 2.390
C 2.382 1.183 3.350
C 1.737 0.342 1.007
C 2.858 -0.736 1.008
C 2.552 -2.240 0.908
C 1.472 -2.847 1.798
C 1.594 -4.379 1.673
C 0.537 -5.136 2.498
C -0.871 -5.148 1.873
C -1.880 -4.131 2.401
C -2.165 -4.230 3.893
C -3.028 -3.070 4.379
O -2.749 -2.871 5.748
C -3.183 -1.595 6.192
C 2.517 1.635 0.550
P 4.301 2.118 0.586
O 4.966 1.226 1.761
Cl 4.156 4.012 1.415
N 1.716 2.499 0.080
C 0.407 1.981 -0.280
P -1.080 2.827 0.468
O -1.882 1.702 1.329
O -2.042 3.328 -0.758
C 0.724 0.432 -0.206
P -0.768 -0.673 -0.333
S -0.484 -2.414 -1.157
P 1.564 0.329 -1.953
O 2.367 -1.056 -2.159
Cl 0.019 0.209 -3.316
H 1.567 -1.109 4.407
H 0.560 0.105 5.249
H -0.131 -1.374 4.681
H -0.272 -0.720 2.515
H -0.644 0.705 3.397
H 0.781 1.891 2.256
H 3.078 1.923 2.969
H 2.954 0.297 3.588
H 2.000 1.598 4.270
H 3.477 -0.509 0.141
H 3.511 -0.605 1.855
H 2.366 -2.579 -0.103
H 3.471 -2.743 1.201
H 1.683 -2.630 2.840
H 0.467 -2.622 1.491
H 1.361 -4.598 0.633
H 2.604 -4.706 1.896
H 0.545 -4.780 3.524
H 0.858 -6.173 2.522
H -0.764 -5.070 0.797
H -1.308 -6.125 2.061
H -2.809 -4.313 1.862
H -1.602 -3.106 2.175
H -1.262 -4.197 4.489
H -2.651 -5.180 4.082
H -4.075 -3.360 4.271
H -2.819 -2.163 3.803
H -3.019 -1.553 7.258
H -4.235 -1.456 5.952
H -2.576 -0.830 5.707
H 5.850 1.603 1.918
H 1.924 3.466 -0.146
H 0.292 2.168 -1.357
H -2.811 1.967 1.441
H -1.477 3.835 -1.380
H -1.446 -0.829 0.882
H -1.641 0.070 -1.155
H 3.322 -0.905 -2.207
O -5.103 0.352 -7.804
C -4.591 -0.239 -6.899
O -3.422 0.223 -6.398
C -2.821 -0.284 -5.209
C -1.975 -1.509 -5.492
C -5.172 -1.526 -6.363
H -3.573 -0.465 -4.438
H -2.188 0.522 -4.841
H -2.578 -2.330 -5.880
H -1.474 -1.852 -4.586
H -1.221 -1.281 -6.246
H -4.842 -2.351 -6.993
H -6.255 -1.456 -6.413
H -4.912 -1.738 -5.328
O -0.630 5.054 -2.687
C 0.489 5.450 -2.915
O 0.672 6.693 -3.345
C 1.961 7.313 -3.467
C 2.617 6.988 -4.791
C 1.659 4.507 -2.782
H 2.593 7.059 -2.613
H 1.770 8.382 -3.404
H 2.809 5.920 -4.898
H 3.565 7.518 -4.886
H 1.968 7.282 -5.615
H 1.752 3.919 -3.694
H 1.420 3.839 -1.962
H 2.613 4.978 -2.555
*
```

# 2
# CH2Br2S

CH2Br2S as an isolated structure at a distorted geometry (the ωB97M-V functional and the def2-TZVPD basis, the OMol25 dataset).

Results
E_HOMO   -9.487 eV
HOMO-LUMO gap   9.04 eV

```
! RIJCOSX wB97M-V def2-TZVPD def2/J DEFGRID3
* xyz 0 1
C 0.134 0.354 -0.791
S -0.345 -0.182 0.892
Br 1.418 1.656 -1.120
Br -1.608 0.984 -1.549
H 0.501 -0.982 -1.736
H -0.709 1.061 1.260
*
```

# 3
# C2H2O3Pr

C2H2O3Pr as an isolated structure at a distorted geometry (the ωB97M-V functional and the def2-TZVPD basis, the OMol25 dataset).

Results
E_HOMO (alpha / beta)   -16.688 / -20.763 eV
HOMO-LUMO gap (alpha / beta)   5.20 / 10.01 eV

```
! RIJCOSX wB97M-V def2-TZVPD def2/J DEFGRID3
* xyz 2 4
O 1.564 -0.381 0.480
C 0.305 -0.661 0.432
Pr 2.212 1.773 -0.049
H -0.108 -1.422 1.105
O -0.059 1.447 -0.600
C -0.591 0.403 -0.126
O -1.696 -0.066 -0.661
H -1.627 -1.093 -0.581
*
```

# 4
# C44H121Cu2N11O15S

C44H121Cu2N11O15S as an isolated structure at a distorted geometry (the ωB97M-V functional and the def2-TZVPD basis, the OMol25 dataset).

Results
E_HOMO (alpha / beta)   -9.986 / -9.985 eV
HOMO-LUMO gap (alpha / beta)   7.47 / 3.77 eV

```
! RIJCOSX wB97M-V def2-TZVPD def2/J DEFGRID3
* xyz 1 2
Cu 2.405 1.473 -1.469
Cu -1.775 -1.653 0.832
S 0.291 0.027 -0.273
O 1.651 0.239 0.294
O 0.079 0.940 -1.388
O 0.076 -1.345 -0.657
O -0.730 0.286 0.751
C 1.981 0.376 -6.021
C 1.183 1.051 -4.863
C -0.345 0.695 -4.930
O -0.856 1.334 -6.083
C -2.196 0.945 -6.330
N 1.726 0.601 -3.607
H 3.003 0.749 -6.096
H 1.458 0.501 -6.968
H 2.031 -0.705 -5.886
H 1.355 2.115 -5.023
H -0.911 1.081 -4.082
H -0.537 -0.378 -4.932
H -2.610 1.548 -7.138
H -2.889 1.032 -5.493
H -2.267 -0.066 -6.730
H 1.914 -0.391 -3.591
H 0.955 0.683 -2.960
C 6.095 -0.434 -0.125
C 5.394 -1.043 -1.394
C 5.343 -2.575 -1.416
O 6.584 -3.215 -1.071
C 7.471 -3.344 -2.196
N 3.999 -0.510 -1.346
H 7.145 -0.682 0.032
H 5.584 -0.868 0.735
H 5.988 0.648 -0.053
H 5.921 -0.763 -2.305
H 4.930 -2.882 -2.377
H 4.655 -2.915 -0.642
H 8.423 -3.768 -1.876
H 7.727 -2.421 -2.716
H 7.099 -4.118 -2.867
H 3.641 -0.687 -0.418
H 3.413 -1.048 -1.969
C 2.321 -3.659 -4.469
C 1.308 -2.776 -3.822
C -0.124 -3.360 -3.590
O -0.686 -3.722 -4.794
C -2.098 -4.040 -4.738
N 1.883 -2.086 -2.642
H 2.052 -4.059 -5.447
H 2.581 -4.516 -3.849
H 3.268 -3.127 -4.566
H 1.087 -1.992 -4.546
H -0.771 -2.666 -3.054
H -0.007 -4.244 -2.964
H -2.369 -4.696 -3.911
H -2.439 -4.505 -5.663
H -2.599 -3.090 -4.558
H 1.126 -1.766 -2.056
H 2.171 -2.884 -2.095
C 1.410 4.151 -2.367
C 1.546 4.566 -0.892
C 0.537 5.676 -0.521
O 0.873 6.177 0.799
C 0.078 7.286 1.237
N 1.338 3.371 -0.036
H 1.318 5.057 -2.967
H 0.457 3.642 -2.507
H 2.257 3.546 -2.691
H 2.539 4.844 -0.538
H -0.529 5.469 -0.615
H 0.668 6.464 -1.263
H 0.319 8.081 0.531
H 0.356 7.534 2.262
H -1.005 7.193 1.154
H 1.239 3.677 0.922
H 0.436 3.018 -0.324
C -3.585 -0.731 -2.669
C -4.274 -0.228 -1.384
C -5.420 -1.088 -0.910
O -6.566 -0.893 -1.716
C -7.639 -1.700 -1.414
N -3.258 -0.271 -0.317
H -2.799 -0.066 -3.029
H -4.202 -0.876 -3.555
H -3.061 -1.659 -2.439
H -4.740 0.755 -1.456
H -5.717 -0.946 0.129
H -5.142 -2.134 -1.037
H -7.457 -2.774 -1.442
H -8.397 -1.484 -2.167
H -8.076 -1.472 -0.442
H -3.531 0.444 0.341
H -2.408 0.117 -0.702
C -3.323 4.542 -0.415
C -2.826 3.293 -1.229
C -2.802 3.604 -2.706
O -4.171 3.698 -3.157
C -4.216 4.300 -4.423
N -1.492 3.054 -0.715
H -2.652 5.397 -0.503
H -3.265 4.294 0.645
H -4.314 4.915 -0.673
H -3.499 2.448 -1.077
H -2.314 2.769 -3.209
H -2.207 4.474 -2.988
H -3.621 5.207 -4.531
H -5.268 4.456 -4.661
H -3.686 3.620 -5.091
H -1.533 3.048 0.294
H -1.150 2.135 -0.959
C 4.671 1.219 3.124
C 3.319 1.845 2.734
C 2.865 3.096 3.440
O 1.604 3.545 2.921
C 1.194 4.869 3.292
N 3.318 2.032 1.331
H 5.454 1.937 2.880
H 4.928 0.328 2.551
H 4.821 1.023 4.186
H 2.528 1.115 2.910
H 3.565 3.918 3.293
H 2.985 2.917 4.509
H 1.913 5.660 3.079
H 0.972 4.721 4.349
H 0.233 5.019 2.802
H 2.812 1.190 1.095
H 2.584 2.703 1.153
C -0.571 -0.348 5.188
C -1.387 -1.434 4.385
C -2.610 -1.919 5.104
O -2.197 -2.511 6.358
C -3.358 -3.020 7.049
N -1.705 -0.939 3.067
H 0.298 -0.003 4.628
H -0.219 -0.638 6.178
H -1.128 0.578 5.330
H -0.841 -2.352 4.165
H -3.113 -2.668 4.494
H -3.266 -1.099 5.395
H -2.994 -3.547 7.932
H -3.963 -3.657 6.404
H -4.046 -2.227 7.342
H -0.885 -0.475 2.704
H -2.436 -0.247 3.158
C -2.396 4.548 3.601
C -2.255 3.048 3.226
C -3.560 2.489 2.740
O -3.562 1.031 2.671
C -4.856 0.453 2.592
N -1.206 2.905 2.230
H -2.772 5.118 2.751
H -1.496 5.040 3.971
H -3.170 4.710 4.350
H -1.857 2.553 4.111
H -3.963 2.808 1.779
H -4.308 2.832 3.455
H -4.644 -0.581 2.319
H -5.440 0.933 1.807
H -5.397 0.410 3.537
H -1.071 1.951 1.925
H -0.264 3.131 2.517
C 1.886 -1.930 3.243
C 3.101 -2.144 2.331
C 4.046 -3.130 2.930
O 4.555 -2.710 4.179
C 5.324 -3.656 4.932
N 2.716 -2.235 0.947
H 1.095 -2.656 3.056
H 1.477 -0.981 2.895
H 2.057 -1.772 4.307
H 3.677 -1.233 2.488
H 4.926 -3.313 2.313
H 3.485 -4.062 2.993
H 4.688 -4.531 5.073
H 5.443 -3.197 5.914
H 6.298 -4.000 4.585
H 2.440 -1.358 0.530
H 1.875 -2.773 0.792
C -2.039 -4.467 -0.725
C -1.528 -4.816 0.738
C -0.039 -4.730 0.927
O 0.638 -5.662 0.067
C 2.059 -5.474 -0.031
N -2.241 -3.932 1.680
H -3.093 -4.742 -0.723
H -1.499 -5.059 -1.465
H -1.879 -3.405 -0.914
H -1.783 -5.865 0.883
H 0.088 -5.039 1.965
H 0.341 -3.726 0.741
H 2.254 -4.556 -0.586
H 2.481 -6.177 -0.749
H 2.579 -5.445 0.927
H -3.102 -4.398 1.928
H -1.789 -4.165 2.552
*
```

# 5
# C3H9N3O

C3H9N3O as an isolated structure at a distorted geometry (the ωB97M-V functional and the def2-TZVPD basis, the OMol25 dataset).

Results
E_HOMO   -6.833 eV
HOMO-LUMO gap   7.71 eV

```
! RIJCOSX wB97M-V def2-TZVPD def2/J DEFGRID3
* xyz 0 1
C 1.663 -0.552 -0.719
N 1.414 -0.016 0.901
C -0.988 -0.302 0.386
C 0.184 0.398 0.323
N -2.227 0.110 -0.129
N 0.141 1.726 -0.210
O -0.999 -1.536 1.006
H -1.870 -1.660 1.406
H 1.252 -0.888 1.400
H -2.628 -0.583 -0.764
H -2.154 1.007 -0.597
H -0.327 2.348 0.442
H 1.090 2.062 -0.341
H 1.431 0.052 -1.602
H 1.270 -1.561 -0.827
H 2.748 -0.604 -0.676
*
```

# 6
# C5H25N2O7

A 7-piece molecular cluster, C5H25N2O7 overall at a distorted geometry (the ωB97M-V functional and the def2-TZVPD basis, the OMol25 dataset).

Results
E_HOMO (alpha / beta)   -16.763 / -16.762 eV
HOMO-LUMO gap (alpha / beta)   10.11 / 5.39 eV

```
! RIJCOSX wB97M-V def2-TZVPD def2/J DEFGRID3
* xyz 2 2
N -1.295 0.076 0.716
C -0.402 1.225 0.383
C 1.068 0.847 0.111
N 1.624 -0.164 1.050
C 2.220 0.407 2.225
C 2.579 -1.083 0.381
C 2.589 -2.412 1.211
O 1.676 -2.603 1.953
H -0.750 -0.769 0.852
H -2.042 -0.137 -0.023
H -1.827 0.373 1.542
H -0.771 1.782 -0.476
H -0.463 1.900 1.243
H 1.127 0.412 -0.889
H 1.671 1.750 0.038
H 2.914 -0.299 2.700
H 1.545 0.469 3.093
H 2.834 1.316 2.169
H 3.559 -0.622 0.275
H 2.142 -1.484 -0.537
H 3.546 -2.951 1.161
H -0.768 -2.474 3.252
H 0.036 -2.343 2.040
O -0.854 -2.104 2.370
H -1.822 2.464 3.180
H -2.988 2.499 2.104
O -2.044 2.337 2.251
H 0.415 3.056 -3.239
H 1.559 2.068 -3.146
O 0.621 2.164 -2.915
H -2.255 1.746 -4.165
H -1.177 2.135 -2.983
O -1.684 1.448 -3.449
H -2.473 -3.607 -2.646
H -1.129 -2.989 -2.821
O -2.051 -2.857 -3.082
H -2.475 -1.304 -1.879
H -2.089 0.095 -2.439
O -2.366 -0.369 -1.611
*
```

# 7
# C3H4AgO4

C3H4AgO4 as an isolated structure at a distorted geometry (the ωB97M-V functional and the def2-TZVPD basis, the OMol25 dataset).

Results
E_HOMO   -14.951 eV
HOMO-LUMO gap   8.76 eV

```
! RIJCOSX wB97M-V def2-TZVPD def2/J DEFGRID3
* xyz 1 1
O -0.613 -1.233 0.505
C 0.224 -1.142 -0.502
C -1.055 0.070 0.893
O 0.715 -2.109 -1.049
O 0.504 0.105 -0.816
C -0.199 1.017 0.063
Ag 2.356 -3.039 -2.846
H -2.128 0.163 0.706
H -0.740 1.738 -0.558
H -0.733 0.300 1.967
O 0.688 1.640 0.992
H 0.982 2.489 0.645
*
```

# 8
# C3H10SSi

A 2-piece molecular cluster, C3H10SSi overall at a distorted geometry (the ωB97M-V functional and the def2-TZVPD basis, the OMol25 dataset).

Results
E_HOMO (alpha / beta)   -7.825 / -7.189 eV
HOMO-LUMO gap (alpha / beta)   8.33 / 7.82 eV

```
! RIJCOSX wB97M-V def2-TZVPD def2/J DEFGRID3
* xyz 0 1
C 1.215 1.694 -0.201
C 1.581 -1.083 1.133
C 0.279 0.582 -0.209
Si -2.846 -0.006 -0.424
S -1.199 0.799 0.632
H 2.184 1.570 -0.702
H 0.825 2.409 -0.869
H 1.284 2.404 0.739
H 0.863 -1.682 1.711
H 2.169 -0.391 1.635
H 2.152 -1.482 0.431
H 0.375 -0.243 -1.007
H -3.792 0.318 0.550
H -2.253 -1.094 -1.161
H -3.351 0.822 -1.422
*
```

# 9
# C2H3NO2

A 2-piece molecular cluster, C2H3NO2 overall at a distorted geometry (the ωB97M-V functional and the def2-TZVPD basis, the OMol25 dataset).

Results
E_HOMO (alpha / beta)   -5.378 / -10.521 eV
HOMO-LUMO gap (alpha / beta)   6.41 / 8.05 eV

```
! RIJCOSX wB97M-V def2-TZVPD def2/J DEFGRID3
* xyz 0 3
C -2.932 0.225 -0.174
C 1.689 -0.589 0.018
N 0.576 -0.140 -0.211
O -3.588 -0.609 0.181
O 0.359 1.178 0.139
H 1.835 -1.632 -0.076
H 2.498 0.174 0.406
H -0.437 1.394 -0.283
*
```

# 10
# C5H14N2

C5H14N2 as an isolated structure at a distorted geometry (the ωB97M-V functional and the def2-TZVPD basis, the OMol25 dataset).

Results
E_HOMO   -7.565 eV
HOMO-LUMO gap   8.58 eV

```
! RIJCOSX wB97M-V def2-TZVPD def2/J DEFGRID3
* xyz 0 1
C -1.168 0.207 0.939
C -2.006 -0.240 -0.091
C -1.054 1.687 1.243
H -1.132 -0.423 1.829
H 0.130 -0.071 0.397
H -2.485 0.488 -0.737
H -0.854 -0.727 -1.182
H -0.989 2.263 0.319
H -0.158 1.902 1.829
H -1.915 2.040 1.815
H -2.534 -1.180 0.011
C 1.126 -0.459 -0.452
N 1.927 0.731 -0.525
N 1.779 -1.593 0.156
C 0.316 -0.744 -1.617
H 2.728 0.584 -1.132
H 2.272 1.010 0.386
H 1.199 -2.424 0.135
H 2.046 -1.409 1.117
H 0.276 0.060 -2.344
H 0.498 -1.703 -2.096
*
```

# 11
# C3H8N2O2

A 2-piece molecular cluster, C3H8N2O2 overall at a distorted geometry (the ωB97M-V functional and the def2-TZVPD basis, the OMol25 dataset).

Results
E_HOMO (alpha / beta)   -9.681 / -11.087 eV
HOMO-LUMO gap (alpha / beta)   8.80 / 9.67 eV

```
! RIJCOSX wB97M-V def2-TZVPD def2/J DEFGRID3
* xyz 0 1
C 1.773 1.222 -0.495
C 0.541 0.652 0.228
C -0.304 -0.303 -0.521
N -0.579 -2.448 0.907
N -1.790 -0.021 -0.349
O -2.554 -0.319 -1.280
O -2.074 0.552 0.661
H 2.314 1.839 0.294
H 2.340 0.351 -0.685
H 1.514 1.764 -1.419
H -0.127 1.487 0.476
H 0.841 0.260 1.214
H 0.143 -0.752 -1.407
H -0.527 -2.037 1.827
H -1.510 -2.247 0.549
*
```

# 12
# C2H5NSi

One molecule with the formula C2H5NSi at a distorted geometry (the ωB97M-V functional and the def2-TZVPD basis, the OMol25 dataset).

Results
SMILES string   C=C1N[SiH2]1
E_HOMO   -8.522 eV
HOMO-LUMO gap   8.85 eV

```
! RIJCOSX wB97M-V def2-TZVPD def2/J DEFGRID3
* xyz 0 1
C 0.086 1.765 0.284
C 0.081 0.432 0.250
N 0.158 -0.474 -0.898
Si -0.242 -1.526 0.330
H 0.033 2.353 1.238
H -0.020 2.326 -0.647
H -0.310 -0.123 -1.673
H 1.090 -2.121 0.776
H -1.586 -2.306 0.261
*
```

# 13
# C5H12O3Tl

C5H12O3Tl as an isolated structure at a distorted geometry (the ωB97M-V functional and the def2-TZVPD basis, the OMol25 dataset).

Results
E_HOMO   -12.966 eV
HOMO-LUMO gap   9.33 eV

```
! RIJCOSX wB97M-V def2-TZVPD def2/J DEFGRID3
* xyz 1 1
C 0.795 -0.969 1.671
H 0.735 -1.967 2.132
H 1.745 -0.454 1.882
H -0.074 -0.368 1.964
O 1.032 -0.666 4.562
C 0.304 0.003 5.257
H -0.548 0.571 4.831
H 0.493 0.124 6.344
O 0.676 -1.137 0.214
C 1.698 -1.927 -0.365
C 1.344 -2.249 -1.796
O 1.188 -1.042 -2.527
C 1.015 -1.240 -3.920
Tl 0.039 0.424 -1.261
H 1.813 -2.877 0.184
H 2.660 -1.388 -0.317
H 0.409 -2.832 -1.842
H 2.153 -2.855 -2.235
H 0.850 -0.257 -4.377
H 1.915 -1.698 -4.358
H 0.146 -1.887 -4.117
*
```

# 14
# C5H13O

A 2-piece molecular cluster, C5H13O overall at a distorted geometry (the ωB97M-V functional and the def2-TZVPD basis, the OMol25 dataset).

Results
E_HOMO   -15.321 eV
HOMO-LUMO gap   12.26 eV

```
! RIJCOSX wB97M-V def2-TZVPD def2/J DEFGRID3
* xyz 1 1
C 2.132 -0.111 -0.591
C -0.999 1.869 0.236
C -0.935 -1.859 -0.091
C 2.180 -0.065 0.735
C -1.407 0.525 -0.325
O -0.703 -0.528 0.416
H 0.322 -0.326 0.379
H 2.242 -1.038 -1.134
H 2.061 0.782 -1.190
H -1.154 1.895 1.312
H -1.614 2.647 -0.207
H 0.041 2.095 0.016
H -0.371 -2.553 0.531
H -1.998 -2.082 -0.003
H -0.625 -1.950 -1.133
H 2.325 -0.950 1.336
H 2.151 0.866 1.278
H -2.473 0.343 -0.175
H -1.173 0.438 -1.391
*
```

# 15
# C5H7NO

A 2-piece molecular cluster, C5H7NO overall at a distorted geometry (the ωB97M-V functional and the def2-TZVPD basis, the OMol25 dataset).

Results
SMILES string   [H]/N=C\C#CC=C.O
E_HOMO   -9.022 eV
HOMO-LUMO gap   9.51 eV

```
! RIJCOSX wB97M-V def2-TZVPD def2/J DEFGRID3
* xyz 0 1
H -2.498 1.174 0.728
N -2.927 0.441 0.163
C -2.090 -0.283 -0.450
C -0.676 -0.143 -0.359
C 0.431 0.308 -0.074
C 1.486 1.022 0.537
C 1.829 0.877 1.816
H -2.458 -1.107 -1.056
H 2.083 1.634 -0.130
H 1.301 0.200 2.471
H 2.685 1.383 2.226
O -0.032 -1.989 -1.783
H 0.059 -1.841 -2.732
H 0.807 -1.677 -1.358
*
```